{
  "formula": "C5H20NO7",
  "method": "ωB97M-V/def2-TZVPD",
  "species": ["C", "N", "C", "O", "C", "C", "C", "O", "H", "H", "H", "H", "H", "H", "H", "H", "H", "H", "H", "H", "O", "H", "H", "O", "H", "H", "O", "H", "H", "O", "H", "H", "O"],
  "positions_angstrom": [[1.8455, -0.5990, 0.6965], [1.4362, -1.2303, -0.5319], [2.4668, -1.1415, -1.5434], [2.5578, 0.1283, -2.1405], [0.7503, -0.6346, 1.7766], [-0.2583, 0.4855, 1.5339], [-0.0635, 1.6506, 2.4816], [-0.4355, 2.7725, 2.2639], [2.7628, -1.0258, 1.1147], [2.0993, 0.4660, 0.5550], [0.6731, -0.7328, -0.9812], [3.4362, -1.3871, -1.0981], [2.3424, -1.8781, -2.3468], [0.2676, -1.6051, 1.6232], [1.1216, -0.6750, 2.8015], [-1.3118, 0.1912, 1.5273], [-0.1671, 0.9244, 0.5525], [0.4353, 1.3539, 3.4267], [-1.2933, -0.8574, -1.9590], [-1.1026, -2.2324, -1.3350], [-1.7966, -1.5948, -1.5215], [-0.8964, -3.2362, 0.4623], [0.4406, -4.0217, 0.6108], [-0.4513, -3.9186, 0.9455], [-2.8797, 2.4933, 0.5570], [-3.2985, 1.2555, -0.1193], [-3.6592, 1.9447, 0.4477], [1.6089, 0.4436, -2.2525], [-0.0162, 0.5795, -3.1280], [-0.0533, 0.3568, -2.1910], [-0.7720, 1.4989, -1.3041], [-0.5908, 2.7048, -0.4292], [-1.3071, 2.2529, -0.8948]],
  "forces_ev_per_a": [[0.2607, 1.1576, 1.2331], [0.6219, -0.9263, -0.1438], [0.4871, -0.1017, -0.3764], [0.1538, 0.5730, 0.0847], [-0.6285, -0.9017, -1.2087], [0.1403, 0.4778, 0.4356], [-0.5725, -0.8114, -0.3685], [0.1892, 0.2708, 0.2078], [-0.0328, -0.4587, -0.3555], [0.0859, -0.0100, -0.1744], [-0.5114, 0.1082, 0.2656], [0.0616, 0.1654, 0.1361], [-0.5447, -0.2002, 0.1645], [-0.1083, 0.0885, 0.2329], [0.2319, 0.3692, -0.0006], [0.0036, -0.1225, 0.4523], [0.2346, -0.1496, -0.4211], [0.1127, 0.3499, 0.2268], [0.1053, 0.0314, 0.3101], [0.1076, -0.0088, -0.1476], [-0.1241, -0.0332, -0.0890], [-0.0413, 0.6573, -0.5276], [0.0194, 0.4527, -0.3287], [-0.0287, -1.0648, 0.8730], [0.2117, 0.1697, -0.1146], [-0.0326, 0.0092, -0.1350], [-0.4482, -0.2575, 0.3498], [0.3711, -0.4469, 0.2247], [-0.3206, 0.0417, 0.0764], [-0.0763, 0.1622, -0.3999], [-0.5623, 0.0861, -0.6904], [-0.3557, 0.3476, 0.0962], [0.9896, -0.0251, 0.1122]],
  "total_charge": -1,
  "molar_mass_g_mol": 206.21,
  "e_homo_ev": -5.924,
  "largest_force_ev_per_a": 1.71
}